40 unconnected molecules or ions with the total composition H80O40 at a distorted geometry, computed with the ωB97M-V functional and the def2-TZVPD basis.

Calculated values
- total energy (eV) = -83194.5667
- ΔE to the lowest compared entry with this formula, charge and spin (kcal/mol) = 259.4
- frontier orbital gap (eV) = 10.0
- LUMO (eV) = -0.48
- highest occupied orbital energy (eV) = -10.4

Each line ends with the Mulliken charge.
Cartesian coordinates (Å):
1 H 3.126 -0.756 5.912  0.30
2 H 2.210 -0.900 4.646  0.27
3 O 2.406 -1.273 5.569  -0.56
4 H -2.680 3.613 -0.245  0.40
5 H -3.479 2.484 -1.040  0.37
6 O -3.519 3.206 -0.424  -0.73
7 H 3.625 0.314 0.155  0.33
8 H 3.452 -1.100 1.001  0.20
9 O 3.980 -0.347 0.761  -0.65
10 H -1.970 -3.765 -4.416  0.29
11 H -2.744 -3.041 -5.647  0.26
12 O -2.238 -2.976 -4.856  -0.54
13 H -3.068 -3.439 -2.433  0.31
14 H -2.348 -3.564 -1.183  0.38
15 O -3.204 -3.193 -1.502  -0.60
16 H -4.333 -4.781 1.489  0.26
17 O -3.694 -4.205 1.075  -0.59
18 H 1.534 -4.224 -3.747  0.32
19 O 2.236 -4.272 -4.481  -0.63
20 H 3.886 3.371 -3.887  0.22
21 H 2.592 3.513 -3.455  0.23
22 O 3.185 2.730 -3.636  -0.48
23 H 1.635 -3.197 2.643  0.23
24 H 1.785 -4.248 1.360  0.32
25 O 1.690 -4.071 2.289  -0.63
26 H -1.771 -2.391 1.853  0.25
27 H -0.411 -2.098 1.202  0.20
28 O -0.897 -2.761 1.739  -0.49
29 H -4.377 -2.115 -2.523  0.30
30 H -5.187 -1.840 -1.199  0.29
31 O -4.763 -1.447 -1.971  -0.63
32 H 0.252 1.392 5.493  0.50
33 O 0.612 2.355 5.409  -0.70
34 H -0.663 3.646 -3.080  0.17
35 H -0.548 3.189 -1.587  0.34
36 O -0.215 3.056 -2.493  -0.42
37 H 0.647 1.939 3.652  0.41
38 H 0.016 1.798 2.295  0.13
39 O -0.231 1.665 3.215  -0.98
40 H -1.094 3.945 0.741  0.30
41 H 0.169 4.299 -0.179  0.31
42 O -0.648 3.690 -0.070  -0.89
43 H -3.063 0.395 -4.540  0.27
44 H -2.097 -0.612 -4.392  0.22
45 O -2.144 0.368 -4.158  -0.55
46 H 6.201 -2.262 -1.150  0.30
47 H 5.540 -3.436 -1.496  0.28
48 O 5.339 -2.673 -0.859  -0.55
49 H 0.396 -1.109 -1.128  0.20
50 H 0.145 -0.291 -0.001  -0.10
51 O 0.813 -0.904 -0.304  -0.14
52 H -0.291 1.107 -1.994  -0.41
53 O -0.017 0.207 -2.317  0.46
54 H 3.346 -2.943 0.185  0.34
55 H 3.006 -2.947 -1.105  0.21
56 O 2.765 -3.611 -0.346  -0.60
57 H 3.683 0.523 -4.720  0.21
58 O 3.731 -0.342 -4.292  -0.54
59 H 2.252 1.894 -1.506  0.12
60 H 1.547 2.932 -0.563  0.16
61 O 2.202 2.171 -0.558  -0.41
62 H -3.214 2.111 1.200  0.22
63 H -1.551 2.251 1.926  -0.13
64 O -2.501 2.118 1.841  0.10
65 H -5.936 -1.458 1.636  0.33
66 H -4.782 -2.521 1.262  0.33
67 O -5.715 -2.324 1.226  -0.65
68 H -1.423 1.785 -5.221  0.41
69 H -2.634 2.649 -5.043  0.26
70 O -1.678 2.777 -5.133  -0.61
71 H -4.228 0.373 -1.668  0.27
72 H -2.820 -0.134 -1.486  0.18
73 O -3.322 0.664 -1.633  -0.44
74 H -1.155 3.894 2.516  0.38
75 H -2.574 4.446 2.238  0.39
76 O -1.603 4.672 2.208  -0.67
77 H -1.764 -4.318 0.565  0.39
78 H -0.317 -4.551 0.000  0.30
79 O -1.232 -4.600 -0.277  -0.81
80 H 4.627 0.497 -1.928  0.27
81 H 5.565 -0.222 -0.909  0.34
82 O 5.535 0.475 -1.608  -0.64
83 H 0.276 -0.639 5.417  0.29
84 H -0.147 -0.922 6.670  0.36
85 O 0.202 -0.102 6.242  -0.69
86 H 1.649 3.936 3.146  0.28
87 H 1.269 3.022 1.920  0.23
88 O 1.037 3.835 2.367  -0.52
89 H 1.795 0.771 -6.094  0.44
90 O 2.597 1.349 -6.032  -0.79
91 H 1.749 -0.623 -4.529  0.33
92 H 0.374 0.217 -4.341  0.38
93 O 0.969 -0.233 -4.954  -0.79
94 H -0.636 -0.333 -2.779  0.13
95 H -3.744 -4.251 0.120  0.34
96 H 4.581 -0.762 -4.439  0.24
97 H 2.373 -3.379 -4.766  0.33
98 H 1.387 2.298 5.980  0.25
99 H 2.448 1.804 -5.127  0.43
100 O 2.177 5.842 -1.080  -0.52
101 H 2.655 6.175 -1.842  0.28
102 H 2.524 6.401 -0.382  0.28
103 O -2.696 -2.117 5.981  -0.67
104 H -2.326 -2.461 5.145  0.32
105 H -3.531 -1.979 5.510  0.32
106 O 2.033 -1.598 -2.434  -0.05
107 H 1.430 -0.867 -2.381  0.13
108 H 2.888 -1.255 -2.654  0.20
109 O -4.723 1.176 3.513  -0.58
110 H -4.607 0.613 4.262  0.28
111 H -4.043 1.859 3.499  0.28
112 O -1.999 -0.182 4.990  -0.45
113 H -1.386 0.586 4.918  0.08
114 H -1.964 -0.335 5.935  0.39
115 O 0.584 -1.000 3.367  -0.09
116 H -0.100 -1.062 2.679  0.11
117 H 0.521 -0.009 3.442  0.44
118 O 2.938 1.708 3.878  -0.50
119 H 2.623 1.553 4.758  0.19
120 H 3.693 1.114 3.826  0.33